# 1
Computed, not measured: C11H9NO9PtS2 as an isolated structure, with ωB97M-V/def2-TZVPD.

Positions of all 33 atoms, in Å:
1 Pt -0.261 0.804 1.592
2 O 2.779 -1.608 2.328
3 C 1.867 -0.987 1.861
4 O 1.478 0.200 2.277
5 C 1.031 -1.523 0.728
6 C 1.389 -2.675 0.029
7 C 0.649 -3.017 -1.066
8 C -0.439 -2.216 -1.472
9 C -1.210 -2.520 -2.619
10 C -2.247 -1.716 -2.983
11 C -2.560 -0.572 -2.218
12 C -1.843 -0.245 -1.103
13 C -0.766 -1.068 -0.715
14 N -0.008 -0.784 0.392
15 H 2.249 -3.229 0.373
16 H 0.896 -3.897 -1.647
17 H -0.954 -3.399 -3.197
18 H -2.833 -1.947 -3.863
19 H -3.382 0.063 -2.522
20 H -2.087 0.637 -0.533
21 O -2.960 1.815 3.977
22 S -1.959 1.459 3.058
23 O -0.680 2.292 2.981
24 O -1.304 0.059 3.197
25 O -2.298 1.413 1.568
26 C 2.259 3.559 0.397
27 S 1.715 2.154 -0.518
28 O 1.544 2.520 -1.887
29 O 0.270 1.920 0.040
30 O 2.542 1.035 -0.172
31 H 1.686 4.427 0.085
32 H 3.316 3.690 0.175
33 H 2.119 3.352 1.456

Forces on atoms 1 to 6 (eV/Å):
Pt 0.2 0.1 0.0
O 0.1 0.1 -0.1
C -0.1 -0.2 0.1
O 0.0 0.3 0.1
C 0.1 0.1 -0.1
C 0.0 0.0 0.0

Computed properties:
* HOMO level: -10.19 eV
* energy: -56386.256 eV
* Kohn-Sham gap: 8.55 eV
* relative energy (zero: lowest compared OMol25 entry of this formula, charge and spin): 0.00 kJ/mol
* 2S+1: 1
* maximum force: 0.44 eV Å⁻¹



# 2
Computed, not measured: a 12-piece molecular cluster, C64H162N10O24 overall in a non-equilibrium geometry, with ωB97M-V/def2-TZVPD.

Positions of all 260 atoms, in Å:
1 C 15.205 8.004 24.451
2 O 16.354 8.760 23.962
3 C 17.578 8.833 24.708
4 C 17.364 8.862 26.244
5 N 18.626 8.835 26.989
6 C 18.513 8.640 28.408
7 C 17.500 9.758 29.139
8 O 17.964 11.032 28.746
9 C 17.495 11.999 29.766
10 H 14.417 7.865 23.711
11 H 14.666 8.634 25.159
12 H 15.290 6.958 24.748
13 H 18.111 9.728 24.387
14 H 18.248 8.008 24.466
15 H 16.673 8.071 26.536
16 H 16.789 9.757 26.479
17 H 18.981 9.767 26.829
18 H 19.457 8.724 28.946
19 H 18.196 7.607 28.548
20 H 17.546 9.624 30.220
21 H 16.441 9.710 28.884
22 H 17.486 12.956 29.244
23 H 18.082 11.782 30.659
24 H 16.417 11.946 29.917
25 C 20.152 12.091 15.673
26 O 21.108 11.304 16.451
27 C 20.788 11.258 17.877
28 C 21.894 10.411 18.469
29 N 23.165 11.237 18.517
30 C 23.504 12.044 19.740
31 C 23.850 11.144 20.913
32 O 25.260 10.705 20.703
33 C 25.855 9.719 21.610
34 H 20.194 11.805 14.622
35 H 20.512 13.119 15.704
36 H 19.170 11.740 15.991
37 H 19.794 10.815 17.936
38 H 20.695 12.219 18.382
39 H 22.129 9.518 17.890
40 H 21.623 10.116 19.482
41 H 23.959 10.810 18.061
42 H 22.651 12.679 19.980
43 H 24.157 12.855 19.418
44 H 23.159 10.301 20.922
45 H 23.818 11.734 21.829
46 H 25.803 9.823 22.693
47 H 26.839 9.387 21.281
48 H 25.279 8.800 21.499
49 C 14.468 7.836 11.177
50 O 15.422 7.763 12.222
51 C 15.243 8.804 13.076
52 C 16.447 8.893 13.940
53 N 17.758 8.882 13.081
54 C 18.995 8.775 13.816
55 C 20.153 9.016 12.877
56 O 20.228 8.162 11.718
57 C 21.461 7.925 11.039
58 H 13.447 7.472 11.292
59 H 14.991 7.269 10.407
60 H 14.562 8.807 10.689
61 H 14.344 8.666 13.678
62 H 15.017 9.768 12.620
63 H 16.452 7.925 14.440
64 H 16.493 9.722 14.646
65 H 17.748 8.053 12.504
66 H 18.985 7.792 14.288
67 H 18.948 9.569 14.560
68 H 20.995 9.089 13.565
69 H 19.901 10.023 12.544
70 H 21.644 6.865 11.220
71 H 22.252 8.654 11.213
72 H 21.242 7.975 9.972
73 C 17.772 14.162 18.075
74 O 16.594 13.362 17.872
75 C 16.236 12.739 19.125
76 C 15.120 11.741 18.783
77 N 14.171 12.290 17.837
78 C 13.506 13.572 18.349
79 C 12.930 14.516 17.278
80 O 13.273 15.892 17.508
81 C 12.781 16.808 16.598
82 H 18.330 14.408 17.171
83 H 18.566 13.721 18.678
84 H 17.454 15.017 18.671
85 H 15.908 13.527 19.803
86 H 17.021 12.112 19.547
87 H 14.671 11.401 19.716
88 H 15.535 10.885 18.251
89 H 14.564 12.242 16.907
90 H 14.307 14.149 18.811
91 H 12.716 13.366 19.072
92 H 11.842 14.495 17.212
93 H 13.331 14.128 16.342
94 H 13.218 16.574 15.627
95 H 13.303 17.739 16.818
96 H 11.699 16.939 16.631
97 C 19.390 3.612 17.162
98 O 19.849 4.321 18.334
99 C 20.065 5.735 18.048
100 C 20.573 6.524 19.266
101 N 19.477 6.810 20.083
102 C 19.800 7.785 21.173
103 C 20.943 7.237 22.072
104 O 22.230 7.199 21.425
105 C 23.132 6.595 22.291
106 H 18.516 4.140 16.781
107 H 19.290 2.552 17.399
108 H 20.078 3.668 16.318
109 H 19.149 6.128 17.608
110 H 20.880 5.699 17.324
111 H 20.927 7.498 18.927
112 H 21.343 5.952 19.783
113 H 19.064 5.993 20.509
114 H 18.847 7.954 21.674
115 H 20.234 8.679 20.723
116 H 20.618 6.227 22.319
117 H 20.883 7.784 23.013
118 H 23.420 7.134 23.194
119 H 23.931 6.588 21.549
120 H 22.765 5.645 22.678
121 C 9.375 4.689 13.593
122 O 10.712 4.775 14.361
123 C 11.472 5.743 13.692
124 C 12.986 5.520 14.152
125 N 13.550 4.176 13.833
126 C 14.993 4.179 14.019
127 C 15.398 4.253 15.623
128 O 14.787 3.083 16.292
129 C 15.812 2.322 16.990
130 H 9.052 3.665 13.778
131 H 9.529 4.848 12.525
132 H 8.707 5.456 13.986
133 H 11.140 6.741 13.976
134 H 11.347 5.792 12.611
135 H 13.069 5.747 15.214
136 H 13.542 6.277 13.600
137 H 13.087 3.537 14.464
138 H 15.527 4.994 13.531
139 H 15.348 3.237 13.601
140 H 15.011 5.157 16.095
141 H 16.482 4.296 15.729
142 H 16.550 1.710 16.472
143 H 15.108 1.737 17.582
144 H 16.240 2.984 17.743
145 C 18.489 0.658 14.607
146 O 19.688 0.767 15.387
147 C 20.554 -0.345 15.499
148 C 21.782 0.138 16.392
149 N 21.476 0.408 17.877
150 C 22.530 1.213 18.587
151 C 22.051 1.825 19.955
152 O 21.976 0.804 20.857
153 C 20.876 -0.064 20.846
154 H 17.790 1.479 14.452
155 H 17.921 -0.191 14.987
156 H 18.637 0.422 13.553
157 H 20.830 -0.945 14.632
158 H 20.015 -1.093 16.081
159 H 22.244 0.978 15.874
160 H 22.507 -0.671 16.306
161 H 20.562 0.748 18.136
162 H 22.917 1.922 17.855
163 H 23.396 0.625 18.890
164 H 21.060 2.191 19.686
165 H 22.697 2.608 20.353
166 H 20.699 -0.700 21.713
167 H 21.041 -0.805 20.063
168 H 19.928 0.463 20.745
169 C 28.324 7.631 18.642
170 O 27.291 7.616 17.629
171 C 25.971 7.770 18.223
172 C 24.970 8.415 17.126
173 N 24.147 7.374 16.547
174 C 23.384 7.747 15.335
175 C 24.380 7.595 14.111
176 O 24.584 6.235 13.819
177 C 23.589 5.490 13.221
178 H 28.146 8.405 19.388
179 H 29.293 7.804 18.173
180 H 28.294 6.615 19.036
181 H 25.982 8.405 19.109
182 H 25.728 6.753 18.532
183 H 25.514 9.117 16.494
184 H 24.277 9.083 17.637
185 H 24.772 6.687 16.150
186 H 23.054 8.772 15.167
187 H 22.423 7.237 15.260
188 H 25.310 8.108 14.353
189 H 23.961 8.110 13.247
190 H 23.045 6.083 12.485
191 H 22.970 5.106 14.033
192 H 24.177 4.745 12.686
193 C 18.619 2.630 25.500
194 O 17.892 3.479 24.647
195 C 18.593 3.957 23.502
196 C 17.890 5.183 22.935
197 N 17.046 4.733 21.822
198 C 15.989 5.655 21.559
199 C 14.867 5.031 20.604
200 O 14.445 3.712 20.859
201 C 13.842 3.618 22.161
202 H 18.019 1.727 25.608
203 H 18.618 3.158 26.454
204 H 19.646 2.356 25.261
205 H 18.566 3.177 22.741
206 H 19.627 4.179 23.767
207 H 18.591 5.985 22.704
208 H 17.284 5.439 23.805
209 H 16.664 3.864 22.166
210 H 16.360 6.529 21.023
211 H 15.362 5.960 22.397
212 H 15.420 5.076 19.666
213 H 14.158 5.857 20.541
214 H 14.282 3.987 23.088
215 H 13.532 2.580 22.280
216 H 12.931 4.214 22.209
217 C 30.346 3.546 20.222
218 O 30.570 4.916 20.605
219 C 30.311 5.200 21.984
220 C 28.828 5.519 22.147
221 N 28.081 4.299 22.540
222 C 26.663 4.537 22.336
223 C 26.192 5.510 23.475
224 O 26.630 5.224 24.748
225 C 26.013 5.882 25.878
226 H 29.806 2.859 20.874
227 H 31.355 3.188 20.018
228 H 29.754 3.524 19.307
229 H 30.831 6.104 22.301
230 H 30.756 4.410 22.589
231 H 28.478 5.817 21.159
232 H 28.605 6.354 22.812
233 H 28.121 4.380 23.545
234 H 26.120 3.598 22.446
235 H 26.346 4.875 21.350
236 H 25.112 5.387 23.397
237 H 26.435 6.533 23.187
238 H 26.237 6.932 25.693
239 H 26.479 5.401 26.738
240 H 24.933 5.741 25.829
241 O 27.130 1.221 23.963
242 C 26.428 1.701 25.009
243 C 26.227 0.672 26.219
244 O 25.688 -0.570 25.924
245 H 27.418 1.873 23.320
246 H 26.872 2.571 25.495
247 H 25.494 2.098 24.612
248 H 25.559 1.244 26.864
249 H 27.217 0.588 26.667
250 H 26.347 -0.822 25.273
251 O 21.371 0.562 12.263
252 C 22.059 1.717 12.267
253 C 21.189 2.992 12.658
254 O 20.971 2.800 14.034
255 H 21.834 -0.120 11.771
256 H 23.013 1.625 12.787
257 H 22.370 1.815 11.227
258 H 20.288 3.286 12.119
259 H 21.639 3.974 12.513
260 H 20.371 2.057 14.135

Forces on atoms 1 to 6 (eV/Å):
C -0.2 0.9 -0.2
O -0.7 -0.8 -0.1
C -0.5 -0.7 1.0
C -0.5 0.1 -0.3
N 0.1 0.5 -0.9
C -2.2 1.2 1.1

Computed properties:
* HOMO level: -8.24 eV
* SMILES: COCCNCCOC.COCCNCCOC.COCCNCCOC.COCCNCCOC.COCCNCCOC.COCCNCCOC.COCCNCCOC.COCCNCCOC.COCCNCCOC.COCCNCCOC.OCCO.OCCO
* energy: -133009.584 eV
* Kohn-Sham gap: 8.55 eV
* relative energy (zero: lowest compared OMol25 entry of this formula, charge and spin): 1082.55 kJ/mol
* 2S+1: 1
* maximum force: 4.60 eV Å⁻¹



# 3
Computed, not measured: CH5N3O2 as an isolated structure in a non-equilibrium geometry, with ωB97M-V/def2-TZVPD.

Positions of all 11 atoms, in Å:
1 N -1.271 -0.110 -1.096
2 C 0.645 -0.350 0.183
3 N -1.190 0.105 0.368
4 N 1.534 0.607 0.567
5 O 0.038 0.242 -1.414
6 O 0.762 -1.540 0.300
7 H -1.280 -1.139 -1.156
8 H -1.558 1.038 0.526
9 H -1.621 -0.598 0.974
10 H 1.466 1.474 0.049
11 H 2.475 0.270 0.698

Forces on atoms 1 to 6 (eV/Å):
N 0.1 -0.5 0.8
C 1.1 -0.4 -2.4
N 0.2 -0.1 -0.7
N -0.4 0.6 0.2
O 0.1 -0.6 1.8
O -0.7 1.0 0.2

Computed properties:
* HOMO level: -9.07 eV
* energy: -9679.822 eV
* Kohn-Sham gap: 9.84 eV
* relative energy (zero: lowest compared OMol25 entry of this formula, charge and spin): 255.52 kJ/mol
* 2S+1: 1
* maximum force: 2.64 eV Å⁻¹



# 4
Computed, not measured: one molecule with the formula C5H8N2 in a non-equilibrium geometry, with ωB97M-V/def2-TZVPD.

Positions of all 15 atoms, in Å:
1 C -2.468 -0.503 0.376
2 C -1.036 -0.081 0.139
3 C -0.662 0.940 -0.756
4 C 0.724 0.996 -0.699
5 N 1.093 0.027 0.187
6 C 2.454 -0.468 0.315
7 N 0.038 -0.628 0.720
8 H -3.067 -0.030 -0.405
9 H -2.857 -0.168 1.341
10 H -2.670 -1.581 0.317
11 H -1.313 1.663 -1.308
12 H 1.414 1.621 -1.231
13 H 3.025 0.192 0.965
14 H 2.907 -0.502 -0.683
15 H 2.419 -1.478 0.722

Forces on atoms 1 to 6 (eV/Å):
C 0.0 0.0 0.0
C -0.1 -0.2 0.2
C 0.1 1.2 -0.4
C -1.2 -0.8 0.5
N 0.0 0.4 -0.7
C -0.2 0.0 0.0

Computed properties:
* HOMO level: -8.97 eV
* SMILES: Cc1ccn(C)n1
* energy: -8294.324 eV
* Kohn-Sham gap: 10.03 eV
* relative energy (zero: lowest compared OMol25 entry of this formula, charge and spin): 64.84 kJ/mol
* 2S+1: 1
* maximum force: 1.56 eV Å⁻¹



# 5
Computed, not measured: C10H19AuN7O as an isolated structure, with ωB97M-V/def2-TZVPD.

Positions of all 38 atoms, in Å:
1 Au 1.464 -2.821 0.408
2 N -0.266 -2.313 4.390
3 C -0.231 -1.592 3.214
4 O -1.240 -1.430 2.558
5 C 1.131 -1.062 2.833
6 C 2.044 -2.163 2.256
7 H -1.082 -2.891 4.507
8 H 0.604 -2.677 4.739
9 H 1.589 -0.626 3.734
10 H 0.956 -0.268 2.110
11 H 2.100 -2.997 2.968
12 H 3.062 -1.763 2.200
13 N 0.834 -3.426 -1.505
14 C 0.362 -3.595 -2.554
15 N -0.216 -3.898 -3.667
16 C 0.182 -3.354 -4.799
17 N 0.452 -2.940 -5.848
18 C -1.273 -0.539 -0.926
19 N -1.266 0.917 -0.975
20 C -2.534 1.513 -0.600
21 C -0.090 1.524 -0.574
22 N 0.854 0.801 -0.110
23 N -0.075 2.927 -0.732
24 C 1.043 3.616 -0.132
25 C -0.364 3.414 -2.074
26 H -2.138 -0.894 -1.489
27 H -1.323 -0.909 0.104
28 H -0.365 -0.934 -1.369
29 H -2.891 1.102 0.353
30 H -3.286 1.301 -1.363
31 H -2.435 2.589 -0.490
32 H 1.713 1.325 0.023
33 H 1.986 3.458 -0.678
34 H 1.180 3.288 0.897
35 H 0.836 4.687 -0.128
36 H -1.183 2.851 -2.511
37 H 0.508 3.311 -2.734
38 H -0.643 4.469 -2.033

Forces on atoms 1 to 6 (eV/Å):
Au -0.1 -0.1 -0.3
N -0.1 0.1 0.0
C 0.2 -0.2 -0.1
O -0.2 0.1 0.1
C -0.1 0.1 0.2
C -0.1 -0.1 0.0

Computed properties:
* HOMO level: -5.13 eV
* total charge: -1
* energy: -26850.329 eV
* Kohn-Sham gap: 7.88 eV
* 2S+1: 1
* maximum force: 0.33 eV Å⁻¹